# 1
Here is C5H10N2S as an isolated structure at a distorted geometry from OMol25. Energies are from wB97M-V/def2-TZVPD.

Calculated values
spin multiplicity	1
HOMO	-8.04	eV
E_LUMO	0.55	eV

Geometry as XYZ:
```
18
Properties=species:S:1:pos:R:3:forces:R:3:mulliken_charge:R:1
C 1.8770 1.4206 -0.4846 2.6 2.7 0.8 -0.680
C 0.9512 -0.8718 -0.9830 3.0 -1.6 -0.7 -0.861
C -0.3847 -1.0649 -0.1505 1.5 -3.1 0.8 1.553
C -0.1152 -2.0273 1.0484 1.1 -5.1 -0.5 -1.198
C -0.3023 0.3519 0.1209 -0.1 6.2 2.6 -0.618
H 2.9419 0.6591 -0.5114 -3.0 2.9 -0.4 0.225
H 1.9594 2.1834 0.6897 -0.7 -2.8 -3.7 0.242
H 1.6580 2.2484 -1.3700 1.5 -2.1 2.2 0.267
H 2.0491 -1.0983 -0.6642 -1.9 -0.8 0.1 0.267
H 0.9168 -1.2983 -2.0825 -0.4 1.7 1.7 0.185
H 1.0639 -2.2256 1.2819 -3.0 1.5 0.1 0.269
H -0.8732 -2.2903 1.9292 1.7 1.6 -1.8 0.301
H -0.1628 -3.1197 0.4928 -0.2 2.3 0.9 0.317
H -1.6517 -0.8823 -1.7614 0.1 0.0 0.1 0.224
H -1.5033 -2.3399 -1.0725 -1.0 -7.6 -1.1 0.123
N 0.8212 0.4879 -0.5673 0.1 0.7 -0.3 0.277
N -1.4020 -1.4613 -0.9778 -1.6 6.6 0.6 -0.552
S -0.9055 1.7579 1.0361 0.4 -3.1 -1.5 -0.342
```
Forces are in eV/Å.

***

# 2
Here is C11H28BaF3N3O10S as an isolated structure at a distorted geometry from OMol25. Energies are from wB97M-V/def2-TZVPD.

Calculated values
spin multiplicity	1
HOMO	-9.00	eV
E_LUMO	-0.12	eV

Geometry as XYZ:
```
57
Properties=species:S:1:pos:R:3:forces:R:3:mulliken_charge:R:1
Ba 4.6545 16.2453 18.2190 -0.8 0.6 0.4 1.279
N 3.4545 19.0404 19.6840 0.2 -0.3 -0.4 0.906
O 4.6453 18.6397 19.8671 0.1 -0.2 0.0 -0.517
O 2.9993 19.9614 20.3273 -0.2 0.2 0.2 -0.653
O 2.7759 18.4428 18.8005 0.1 -0.1 0.0 -0.542
C 4.1636 11.0669 18.0128 0.1 -0.1 0.2 0.507
F 2.9889 11.1205 17.3868 -0.2 0.1 -0.1 -0.222
F 3.9295 11.1002 19.3318 0.0 0.0 0.1 -0.233
F 4.7420 9.9023 17.7244 -0.1 -0.1 0.0 -0.212
S 5.2591 12.4436 17.5192 0.4 0.2 -0.7 1.072
O 4.6258 13.6258 18.0975 -0.3 -0.1 0.4 -0.503
O 6.5255 12.0895 18.1001 0.1 0.1 0.3 -0.688
O 5.2156 12.4614 16.0769 -0.1 -0.1 -0.2 -0.683
C 8.5584 16.0263 15.0575 0.4 -0.1 -0.5 -1.721
C 7.6281 16.5001 16.1637 0.0 -0.2 -0.5 0.734
C 6.9154 17.7950 15.7696 1.0 -0.4 0.1 -1.103
O 5.9981 18.2062 16.7667 0.4 -0.4 -0.4 0.136
C 5.4497 19.4775 16.4973 -0.4 0.4 -0.2 -0.808
N 6.6609 15.4484 16.5063 0.3 0.0 0.0 -0.035
H 8.0226 15.5540 14.2290 -0.2 0.1 0.1 0.389
H 9.2335 15.2634 15.4529 -0.1 0.0 0.0 0.402
H 9.1880 16.8084 14.6216 -0.1 0.1 0.2 0.413
H 8.2869 16.7297 17.0006 -0.4 -0.1 0.4 -0.109
H 6.4675 17.6776 14.7708 -0.3 0.1 0.2 0.390
H 7.7404 18.5160 15.6736 -0.3 0.3 -0.1 0.421
H 6.2306 20.2411 16.4312 0.0 0.0 0.1 0.298
H 4.7541 19.7161 17.2984 0.1 0.0 0.1 0.152
H 4.8906 19.4773 15.5501 0.1 -0.1 0.1 0.310
H 6.1682 15.1576 15.6632 -0.1 0.1 0.0 0.133
H 7.1232 14.5874 16.7962 0.1 0.1 0.1 0.167
C 5.4414 13.7055 21.4441 0.1 -0.3 -0.5 -1.409
C 5.1494 15.1766 21.6085 -0.8 0.6 0.8 0.376
C 6.2953 16.1155 21.3265 0.3 -0.3 0.1 -0.800
O 6.7194 16.0315 19.9687 0.4 -0.1 0.3 -0.015
C 7.9998 16.6308 19.7698 -0.2 -0.3 -0.3 -0.839
N 3.9226 15.5858 20.8742 0.4 -0.2 0.2 -0.380
H 5.5255 13.3997 20.4003 0.0 0.1 0.0 0.248
H 4.6333 13.1225 21.8911 0.1 0.0 0.0 0.433
H 6.3808 13.4331 21.9257 -0.1 0.0 0.1 0.408
H 4.9589 15.3519 22.6815 0.1 -0.1 0.0 0.216
H 7.0992 15.7751 21.9921 0.2 0.2 -0.2 0.505
H 6.0651 17.1569 21.5744 -0.2 0.0 0.0 0.316
H 7.8861 17.6611 19.4277 0.1 0.1 0.2 0.224
H 8.5204 16.0475 19.0099 0.0 0.0 0.0 0.161
H 8.5928 16.5732 20.6818 0.0 0.2 0.1 0.414
H 3.6068 16.4665 21.2724 -0.1 0.0 -0.1 0.199
H 3.2006 14.8964 21.0561 0.0 0.0 -0.1 0.177
C 1.3720 15.6785 16.7050 -0.5 0.8 0.6 -0.569
C 2.2978 15.1566 15.6605 0.5 -0.2 -0.3 -0.464
O 3.5537 15.8759 15.6785 -0.5 0.1 0.0 -0.295
O 1.9286 15.6235 18.0178 0.3 -0.4 -0.3 -0.289
H 0.4334 15.1241 16.6724 0.0 -0.1 -0.1 0.425
H 1.1456 16.7286 16.4812 0.0 0.0 0.0 0.259
H 1.7966 15.3422 14.7087 0.0 -0.2 -0.1 0.421
H 2.5191 14.0946 15.7809 -0.1 0.0 0.0 0.218
H 3.8853 15.9173 14.7784 0.0 0.0 0.0 0.193
H 1.2506 15.4470 18.6732 0.0 0.1 -0.1 0.187
```
Forces are in eV/Å.

***

# 3
Here is B5F20Pt as an isolated structure at a distorted geometry from OMol25. Energies are from wB97M-V/def2-TZVPD.

Calculated values
spin multiplicity	3
charge	-3
HOMO (spin up / spin down)	-1.87 / -1.21	eV
expectation value of S²	2.002
E_LUMO (spin up / spin down)	7.56 / 7.56	eV

Geometry as XYZ:
```
26
Properties=species:S:1:pos:R:3:forces:R:3:mulliken_charge:R:1
Pt 0.3250 -0.0049 0.0288 -0.4 0.8 0.2 2.695
B -0.0140 -1.8223 2.2448 0.0 0.0 1.5 0.526
F 0.0069 -2.0010 0.8308 0.3 -0.6 0.0 -0.417
F -0.5206 -2.9531 2.9064 -0.1 -0.1 -0.4 -0.382
F 1.2902 -1.5996 2.7137 0.0 -0.1 -0.3 -0.401
F -0.8049 -0.7017 2.4925 -0.1 0.0 0.1 -0.361
B 2.2782 1.5851 1.5575 -0.8 0.0 -0.4 0.640
F 0.8242 1.6519 1.6382 0.4 -0.4 0.2 -0.507
F 2.8123 1.3934 2.8163 0.3 0.3 0.1 -0.371
F 2.5552 0.4466 0.7426 0.4 0.2 0.2 -0.402
F 2.6748 2.7497 0.9152 0.6 0.0 0.4 -0.404
B 1.3471 -1.2880 -2.2684 1.0 0.3 -0.6 0.378
F 0.0709 -0.6817 -2.1174 0.0 -0.2 0.2 -0.387
F 1.9547 -1.4180 -0.9894 0.0 -0.9 -0.4 -0.391
F 1.1739 -2.5059 -2.9220 0.2 -0.1 0.1 -0.392
F 2.1964 -0.4235 -2.9734 -0.2 -0.2 -0.5 -0.413
B -3.3401 -0.9601 -0.1355 -0.1 0.6 -0.2 0.079
F -3.6106 -2.0359 0.7136 0.0 -0.2 0.0 -0.393
F -1.9291 -0.8212 -0.3127 -0.8 0.0 0.0 -0.130
F -3.9287 -1.1540 -1.4051 0.0 -0.4 -0.1 -0.407
F -3.9019 0.2198 0.3959 0.2 -0.1 0.2 -0.437
B -0.3058 2.4611 -1.4362 0.1 1.1 1.5 0.600
F 0.9880 1.8792 -1.3412 -0.2 -0.2 -0.4 -0.448
F -1.0912 1.7332 -0.4709 -0.5 0.4 -0.9 -0.487
F -0.2148 3.7756 -0.9200 -0.1 0.1 -0.5 -0.407
F -0.8359 2.4753 -2.7043 0.0 -0.3 -0.1 -0.381
```
Forces are in eV/Å.

***

# 4
Here is one molecule with the formula C3H9NO2 at a distorted geometry from OMol25. Energies are from wB97M-V/def2-TZVPD.

Calculated values
structure (SMILES)	OCCNCO
spin multiplicity	1
HOMO	-8.42	eV
E_LUMO	0.77	eV

Geometry as XYZ:
```
15
Properties=species:S:1:pos:R:3:forces:R:3:mulliken_charge:R:1
O 2.5462 0.2029 -0.5314 -0.2 0.1 0.3 -0.502
C 1.1811 0.6445 -0.4641 0.3 -0.9 -0.3 -0.210
C 0.5609 0.2370 0.8801 -0.3 0.0 -1.4 -0.820
N -0.8585 0.4757 0.8898 0.9 0.6 0.4 -0.183
C -1.8675 -0.1478 0.1144 -0.9 -2.6 -0.3 -0.428
O -1.4336 -1.2600 -0.7413 0.8 0.9 0.3 -0.520
H 2.6448 -0.4290 0.1903 0.2 0.0 -0.2 0.315
H 1.1808 1.7361 -0.6047 -0.2 -0.4 0.0 0.242
H 0.6109 0.1219 -1.2490 0.1 0.5 0.0 0.257
H 0.7337 -0.8436 1.0446 0.4 0.4 0.1 0.355
H 1.0487 0.8858 1.6010 -0.2 -0.4 0.6 0.367
H -1.1400 1.2421 1.4679 -0.4 0.0 -0.1 0.201
H -2.5256 -0.7151 0.7853 -0.6 0.8 0.2 0.281
H -2.4219 0.5158 -0.5294 -0.3 0.7 0.0 0.338
H -2.0528 -1.3292 -1.4807 0.2 0.2 0.3 0.306
```
Forces are in eV/Å.

***

# 5
Here is C28H42BCuFGeN6 as an isolated structure from OMol25. Energies are from wB97M-V/def2-TZVPD.

Calculated values
spin multiplicity	2
charge	-2
HOMO (spin up / spin down)	0.00 / -0.36	eV
expectation value of S²	0.759
E_LUMO (spin up / spin down)	4.76 / 4.76	eV

Geometry as XYZ:
```
80
Properties=species:S:1:pos:R:3:forces:R:3:mulliken_charge:R:1
Cu -0.8648 0.4716 -0.7116 0.1 0.4 -0.3 -1.383
C -1.3764 2.0721 5.0234 0.0 0.0 0.0 -1.768
C -0.6414 1.9271 3.6944 0.0 0.0 0.0 1.591
C 0.4139 3.0221 3.5298 0.0 0.0 0.0 -1.214
C -0.0140 0.5714 3.5391 0.0 0.0 -0.1 -0.218
C 0.5080 -0.3205 4.5042 0.0 0.0 0.0 -1.097
C 1.0032 -1.3687 3.7538 0.1 0.0 0.0 -0.564
N 0.7960 -1.0841 2.4520 -0.1 0.0 0.0 0.293
N 0.1691 0.0936 2.3190 0.0 0.0 0.1 0.118
B 1.1422 -1.9430 1.2283 0.0 -0.1 0.0 -0.338
N 2.1878 -1.2733 0.3190 0.0 0.1 -0.1 0.451
C 3.2427 -1.8901 -0.2524 0.0 0.0 0.0 -0.188
C 3.9379 -0.9558 -0.9893 0.0 0.0 0.0 -1.399
C 3.2138 0.2408 -0.7967 -0.1 0.0 -0.1 0.059
N 2.1621 0.0292 -0.0211 0.1 0.0 0.1 -0.123
C 3.4839 1.5979 -1.3876 0.0 0.0 0.0 0.696
C 2.8190 2.7026 -0.5709 0.0 0.0 0.0 -1.356
C 3.0126 1.6565 -2.8427 0.0 0.0 -0.1 -1.161
N -0.1436 -2.3894 0.4633 -0.1 0.1 0.0 0.500
C -0.4580 -3.6876 0.3031 0.1 0.0 -0.1 -0.354
C -1.6811 -3.7713 -0.3168 0.0 0.0 0.1 -1.566
C -2.0768 -2.4317 -0.4878 0.0 0.0 0.0 -0.153
N -1.1406 -1.6050 -0.0278 0.0 -0.3 0.2 0.140
C -3.4054 -2.0154 -1.0638 0.0 0.0 0.0 1.248
C -4.5340 -2.5716 -0.1841 0.0 0.0 0.0 -1.671
C -3.5882 -0.5185 -1.2551 -0.1 0.0 0.0 -1.335
H -1.8706 3.0453 5.0888 0.0 0.0 0.0 0.436
H -0.6788 1.9961 5.8651 0.0 0.0 0.0 0.292
H -2.1334 1.2936 5.1448 0.0 0.0 0.0 0.389
H -1.3503 2.0303 2.8680 0.0 0.0 0.0 -0.102
H 1.1542 2.9666 4.3363 0.0 0.0 0.0 0.404
H -0.0464 4.0155 3.5490 0.0 0.0 0.0 0.327
H 0.9299 2.8994 2.5771 0.0 0.0 0.0 0.060
H 0.5181 -0.2219 5.5788 0.0 0.0 0.0 0.319
H 1.4878 -2.2887 4.0437 0.0 0.0 0.0 0.453
H 1.6397 -2.9783 1.6264 0.0 0.0 0.0 -0.262
H 3.4152 -2.9431 -0.0891 0.0 0.0 0.0 0.465
H 4.8257 -1.1089 -1.5826 0.0 0.0 0.0 0.385
H 4.5726 1.7442 -1.3734 0.0 0.0 0.0 0.329
H 1.7363 2.5615 -0.5709 0.0 0.0 0.0 -0.004
H 3.0428 3.6833 -1.0039 0.0 0.0 0.0 0.455
H 3.1552 2.6881 0.4688 0.0 0.0 0.0 0.358
H 1.9298 1.5207 -2.8876 0.0 0.0 0.0 -0.008
H 3.4663 0.8640 -3.4441 0.0 0.0 0.0 0.355
H 3.2649 2.6239 -3.2901 0.0 0.0 0.0 0.485
H 0.2198 -4.4514 0.6482 0.0 0.0 0.0 0.444
H -2.2214 -4.6611 -0.5996 0.0 0.0 0.0 0.453
H -3.4814 -2.4969 -2.0466 0.0 0.0 0.0 0.231
H -4.4895 -2.1106 0.8064 0.0 0.0 0.0 0.311
H -4.4558 -3.6527 -0.0540 0.0 0.0 0.0 0.421
H -5.5100 -2.3433 -0.6234 0.0 0.0 0.0 0.424
H -3.4513 0.0239 -0.3154 0.0 0.0 0.0 0.203
H -4.5982 -0.3196 -1.6297 0.0 0.0 0.0 0.497
H -2.8689 -0.1104 -1.9647 0.0 0.0 0.0 -0.001
F 1.0548 -0.9296 -6.4960 0.0 0.0 -0.1 -0.409
C 0.6295 -0.6368 -5.2202 0.0 0.0 0.0 0.571
C -0.2037 0.4415 -5.0252 0.0 0.0 0.0 -0.614
C -0.6160 0.7243 -3.7208 0.0 0.0 0.0 0.719
C -0.2390 -0.0276 -2.5935 0.0 -0.1 0.0 -1.110
C 0.6033 -1.1140 -2.8909 0.0 -0.1 0.0 1.120
C 1.0500 -1.4294 -4.1756 0.0 0.0 0.1 -0.824
H -0.5116 1.0453 -5.8730 0.0 0.0 0.0 0.395
H -1.2548 1.5950 -3.5792 0.0 0.0 0.0 -0.011
H 0.9456 -1.7540 -2.0798 0.0 0.0 0.0 0.076
H 1.7125 -2.2681 -4.3665 0.0 0.0 0.0 0.366
C -1.8689 5.2827 -1.1862 0.0 0.0 0.0 -1.364
Ge -2.6056 3.5425 -0.5359 0.0 0.0 0.0 0.305
C -3.8838 3.0071 -1.9537 0.0 0.0 0.0 -1.141
C -3.8054 4.1135 0.9590 0.0 0.0 0.0 -1.386
C -1.3354 2.2170 -0.0689 0.0 -0.1 0.2 0.318
H -2.6666 6.0161 -1.3509 0.0 0.0 0.0 0.368
H -1.3254 5.1384 -2.1232 0.0 0.0 0.0 0.384
H -1.1688 5.6861 -0.4495 0.0 0.0 0.0 0.372
H -4.5202 3.8550 -2.2282 0.0 0.0 0.0 0.437
H -4.5221 2.1927 -1.6039 0.0 0.0 0.0 0.271
H -3.3557 2.6591 -2.8444 0.0 0.0 0.0 0.261
H -4.5645 4.8219 0.6090 0.0 0.0 0.0 0.408
H -3.2225 4.5902 1.7527 0.0 0.0 0.0 0.354
H -4.3066 3.2413 1.3867 0.0 0.0 0.0 0.343
H -0.5847 2.6746 0.5937 0.0 0.1 0.0 0.465
```
Forces are in eV/Å.

***

Question: spin multiplicity of number 5 (C28H42BCuFGeN6)?
Answer: 2

***

Question: Which of these has the highest spin multiplicity?
Answer: B5F20Pt